# C19H39NO7S

5 unconnected molecules or ions with the total composition C19H39NO7S (wB97M-V/def2-TZVPD, OMol25).

Computed properties:
total energy	-1726.80189	hartree

Structure (XYZ):
```
67
Properties=species:S:1:pos:R:3:nbo_charge:R:1
C 1.608 -2.088 -1.864 -0.65
C 2.010 -0.558 -2.291 -0.25
C 3.555 -0.134 -1.899 -0.43
C 3.972 1.254 -2.733 -0.61
S 2.667 2.587 -2.328 2.12
O 2.724 3.734 -3.411 -0.87
O 2.797 3.153 -0.893 -0.89
O 1.151 1.829 -2.523 -0.68
C 1.028 0.613 -1.700 0.07
C -0.563 0.222 -1.630 -0.45
C -1.300 0.170 -3.130 -0.24
N -2.810 0.128 -2.855 -0.84
H 1.751 -2.347 -0.732 0.22
H 2.323 -2.810 -2.480 0.22
H 0.505 -2.344 -2.231 0.26
H 1.942 -0.501 -3.475 0.21
H 4.344 -0.968 -2.194 0.24
H 3.584 0.122 -0.745 0.23
H 3.824 1.018 -3.879 0.26
H 5.062 1.589 -2.469 0.28
H 1.386 0.888 -0.615 0.21
H -1.104 1.127 -1.071 0.21
H -0.813 -0.740 -1.012 0.23
H -1.113 1.190 -3.717 0.21
H -0.904 -0.774 -3.698 0.23
H -2.922 -0.680 -2.181 0.36
H -3.001 1.037 -2.341 0.35
C -2.913 -4.916 -3.220 -0.73
C -2.318 -3.696 -3.871 0.62
C -2.446 -3.576 -5.366 -0.72
O -1.749 -2.831 -3.207 -0.59
H -2.745 -4.868 -2.138 0.25
H -3.990 -4.948 -3.405 0.24
H -2.433 -5.817 -3.609 0.23
H -3.502 -3.548 -5.647 0.24
H -1.944 -4.417 -5.851 0.23
H -1.971 -2.646 -5.697 0.24
C 0.815 4.529 0.852 -0.72
C 0.128 4.940 2.126 0.60
C -0.860 6.073 2.048 -0.72
O 0.364 4.371 3.191 -0.57
H 1.500 3.700 1.060 0.25
H 0.074 4.196 0.121 0.23
H 1.392 5.368 0.454 0.24
H -1.676 5.809 1.370 0.23
H -0.358 6.981 1.704 0.23
H -1.278 6.260 3.043 0.23
C 2.633 3.820 7.905 -0.72
C 2.546 2.689 6.916 0.59
C 2.112 3.025 5.514 -0.72
O 2.819 1.534 7.240 -0.56
H 2.959 3.429 8.875 0.23
H 3.363 4.558 7.563 0.23
H 1.651 4.283 8.027 0.23
H 2.818 3.728 5.065 0.23
H 1.107 3.453 5.529 0.25
H 2.095 2.112 4.910 0.23
C -4.219 -4.942 2.264 -0.72
C -3.102 -5.305 1.324 0.60
C -1.698 -4.969 1.752 -0.72
O -3.326 -5.855 0.247 -0.56
H -5.176 -5.244 1.825 0.24
H -4.090 -5.466 3.215 0.23
H -4.234 -3.861 2.425 0.23
H -1.457 -5.495 2.679 0.23
H -1.600 -3.889 1.890 0.23
H -0.995 -5.289 0.975 0.24
```

=====

# C19H39O3P3Pt

A molecular structure, C19H39O3P3Pt (wB97M-V/def2-TZVPD, OMol25).

Computed properties:
net charge	+4
2S+1	5
total energy	-2114.71158	hartree

Structure (XYZ):
```
65
Properties=species:S:1:pos:R:3:nbo_charge:R:1
P -2.176 2.068 -0.594 1.51
C -3.057 2.604 0.870 -0.98
H -3.751 3.406 0.583 0.32
H -2.334 2.962 1.615 0.31
H -3.605 1.755 1.297 0.29
C -1.097 3.411 -1.072 -0.97
H -0.618 3.243 -2.039 0.26
H -0.331 3.588 -0.307 0.29
H -1.747 4.294 -1.153 0.33
C -3.304 1.667 -1.927 -0.97
H -3.843 2.585 -2.202 0.33
H -4.011 0.900 -1.584 0.30
H -2.749 1.284 -2.795 0.26
P -0.642 -2.872 -0.999 1.03
C -1.689 -3.471 0.358 -0.95
H -1.862 -4.554 0.256 0.30
H -2.644 -2.935 0.328 0.27
H -1.184 -3.253 1.305 0.26
C -1.620 -3.276 -2.490 -0.95
H -1.047 -3.061 -3.396 0.24
H -2.531 -2.666 -2.487 0.26
H -1.892 -4.341 -2.474 0.30
C 0.719 -4.094 -1.079 -0.95
H 0.325 -5.067 -1.409 0.30
H 1.161 -4.191 -0.080 0.26
H 1.493 -3.759 -1.778 0.24
P 2.695 0.091 1.421 1.50
C 2.858 -0.081 3.191 -0.99
H 3.853 0.289 3.466 0.32
H 2.774 -1.129 3.494 0.31
H 2.106 0.504 3.734 0.30
C 4.054 -0.767 0.635 -0.97
H 4.960 -0.534 1.216 0.33
H 4.197 -0.429 -0.399 0.27
H 3.878 -1.852 0.651 0.30
C 2.746 1.832 1.029 -0.99
H 3.781 2.158 1.219 0.33
H 2.085 2.424 1.678 0.29
H 2.498 2.027 -0.019 0.27
Pt 0.235 -0.529 -1.019 0.72
C -1.435 0.340 -0.217 0.05
O -2.209 -0.221 0.562 -0.22
C 1.112 -0.797 0.818 0.04
O 0.722 -1.554 1.713 -0.22
C 2.113 -0.827 -2.271 -0.23
C 2.256 0.568 -2.063 -0.24
C 1.262 1.438 -2.503 -0.20
C 0.071 0.927 -3.034 -0.14
C -0.072 -0.460 -3.263 -0.26
C 1.046 -1.313 -3.062 -0.14
H 2.888 -1.524 -1.958 0.28
H 3.200 0.943 -1.665 0.26
H 1.408 2.512 -2.431 0.27
H -0.726 1.579 -3.388 0.25
H -0.987 -0.860 -3.693 0.29
H 1.032 -2.341 -3.408 0.29
C -2.084 1.196 4.059 -0.63
C -0.619 1.193 3.705 -0.07
O -0.484 1.713 2.376 -0.75
H -2.489 2.208 3.991 0.23
H -2.230 0.833 5.077 0.27
H -2.632 0.548 3.372 0.20
H -0.056 1.819 4.411 0.20
H -0.209 0.177 3.744 0.15
H 0.442 1.668 2.084 0.44
```

=====

# C19H40AsN3RhSSi3

A molecular structure, C19H40AsN3RhSSi3 (wB97M-V/def2-TZVPD, OMol25).

Computed properties:
net charge	+3
2S+1	5
total energy	-4524.30120	hartree

Structure (XYZ):
```
68
Properties=species:S:1:pos:R:3:nbo_charge:R:1
Rh 0.057 -0.301 -0.029 1.00
C -0.820 0.186 2.425 -0.19
C -0.951 1.335 1.637 -0.22
C -1.767 1.311 0.498 -0.18
C -2.439 0.129 0.145 -0.24
C -2.300 -1.020 0.931 -0.20
C -1.493 -0.988 2.074 -0.19
H -0.201 0.210 3.313 0.27
H -0.442 2.247 1.920 0.27
H -1.899 2.209 -0.091 0.25
H -3.100 0.121 -0.710 0.26
H -2.837 -1.924 0.674 0.27
H -1.403 -1.869 2.697 0.27
C -2.858 0.649 -3.822 -1.19
Si -1.448 -0.274 -4.567 1.79
C -0.750 0.415 -6.117 -1.21
C -1.598 -2.105 -4.423 -1.19
As 0.369 0.117 -2.549 -0.39
Si 2.004 -1.602 -3.234 1.56
C 3.514 -0.869 -2.430 -1.14
C 2.160 -1.665 -5.076 -1.16
C 1.448 -3.175 -2.428 -1.15
Si 1.010 2.443 -3.190 1.59
C -0.504 3.468 -3.456 -1.16
C 1.941 2.857 -1.636 -1.15
C 2.103 2.262 -4.671 -1.16
H -3.658 0.605 -4.575 0.31
H -2.660 1.700 -3.626 0.27
H -3.241 0.165 -2.926 0.25
H -1.464 0.134 -6.903 0.31
H 0.212 -0.015 -6.391 0.28
H -0.687 1.502 -6.119 0.27
H -2.465 -2.372 -5.042 0.30
H -1.822 -2.429 -3.406 0.26
H -0.746 -2.661 -4.808 0.27
H 3.805 0.092 -2.855 0.26
H 4.335 -1.569 -2.624 0.29
H 3.406 -0.765 -1.351 0.24
H 2.411 -0.692 -5.500 0.26
H 1.290 -2.071 -5.592 0.26
H 2.998 -2.335 -5.297 0.29
H 1.390 -3.058 -1.344 0.24
H 2.188 -3.953 -2.639 0.29
H 0.487 -3.533 -2.799 0.26
H -1.199 3.437 -2.616 0.25
H -1.039 3.231 -4.375 0.26
H -0.160 4.504 -3.549 0.29
H 1.294 2.906 -0.760 0.25
H 2.402 3.840 -1.778 0.29
H 2.740 2.137 -1.446 0.25
H 1.591 1.873 -5.550 0.26
H 2.981 1.646 -4.472 0.26
H 2.463 3.265 -4.924 0.29
C 5.463 1.515 0.722 -0.60
C 4.112 1.604 1.438 -0.47
C 3.369 0.312 1.400 0.13
N 2.269 0.092 0.767 -0.34
N 1.794 -1.190 0.890 -0.47
C 2.550 -1.959 1.648 0.27
N 2.290 -3.232 1.938 -0.75
S 3.957 -1.118 2.211 0.48
H 5.963 2.480 0.759 0.25
H 5.339 1.233 -0.325 0.21
H 6.121 0.786 1.196 0.23
H 3.472 2.359 0.981 0.24
H 4.260 1.892 2.481 0.26
H 1.467 -3.684 1.575 0.43
H 2.905 -3.777 2.521 0.44
```